Entry 1:
DFT (wB97M-V/def2-TZVPD) results for C25H24IrN13OP as an isolated structure.

Output
frontier orbital gap: 6.25 eV
total charge: +1

Each line ends with the natural charge from an NBO analysis.
Cartesian coordinates (Å):
Ir: 1.794 1.653 2.460  0.803
P: 0.121 3.131 2.578  1.409
O: -3.746 -5.969 -6.328  -0.472
N: 1.732 1.448 0.369  -0.436
N: 1.115 1.590 6.503  -0.032
N: 2.351 2.080 6.590  -0.331
N: 3.990 2.661 4.975  -0.571
N: 1.844 1.703 4.495  -0.429
N: 5.476 3.447 3.301  -0.337
N: -1.553 -2.635 -1.329  -0.460
N: 3.567 2.609 2.616  -0.475
N: 5.395 3.512 1.962  -0.024
N: -0.491 -1.507 -2.920  -0.526
N: 4.295 3.032 1.540  -0.149
N: 0.354 0.150 2.225  -0.447
N: 0.787 1.370 5.285  -0.184
C: 2.779 2.157 5.341  0.459
C: 0.727 4.488 3.614  -0.980
C: -1.465 2.630 3.262  -0.995
C: -2.777 -4.451 -3.221  -0.129
C: -3.551 -5.837 -7.729  -0.258
C: -0.265 -0.513 3.198  0.061
C: 2.245 1.950 -1.905  -0.230
C: -1.734 -3.219 -4.997  -0.093
C: -0.124 -0.929 -1.735  0.154
C: 2.367 2.184 -0.536  0.069
C: -3.359 -5.288 -4.141  -0.250
C: 0.178 -0.255 0.939  0.209
C: -1.352 -2.539 -2.628  0.421
C: -2.314 -4.056 -5.935  -0.330
C: -0.802 -1.652 -0.767  0.111
C: -1.099 -1.597 2.945  -0.234
C: 0.745 0.152 -1.429  -0.079
C: 0.897 0.458 -0.059  0.135
C: -0.275 3.829 0.962  -0.984
C: -1.951 -3.398 -3.635  -0.186
C: -1.316 -2.008 1.651  -0.090
C: 1.450 0.929 -2.356  -0.112
C: -3.134 -5.100 -5.510  0.344
C: 4.345 2.897 3.680  0.470
C: -0.671 -1.328 0.616  -0.071
H: 3.034 2.941 -0.154  0.270
H: -1.323 2.228 4.264  0.293
H: -2.498 -5.955 -7.993  0.183
H: 1.668 4.851 3.202  0.267
H: 0.615 4.268 0.512  0.263
H: -2.087 3.526 3.302  0.262
H: -1.964 -2.840 1.411  0.255
H: -4.128 -6.634 -8.186  0.213
H: 1.363 0.730 -3.417  0.227
H: 4.633 2.927 5.705  0.451
H: 0.010 5.310 3.657  0.259
H: 0.888 4.111 4.622  0.272
H: -0.175 -1.260 -3.841  0.425
H: -2.122 -3.888 -6.984  0.230
H: -2.951 -4.598 -2.164  0.238
H: -1.565 -2.092 3.785  0.250
H: -0.672 3.056 0.303  0.254
H: -1.107 -2.416 -5.368  0.186
H: -1.031 4.607 1.086  0.262
H: -1.955 1.899 2.618  0.255
H: -3.917 -4.872 -8.086  0.182
H: -0.097 -0.148 4.203  0.268
H: -3.996 -6.104 -3.831  0.238
H: 2.798 2.578 -2.589  0.250

Force components x, y, z for each atom (eV/Å):
Ir -0.46 -0.39 0.30
P 0.59 0.37 -0.05
O -0.05 -0.08 -0.02
N -0.12 0.08 -0.09
N -0.17 -0.07 0.07
N 0.28 0.17 -0.04
N 0.09 -0.04 -0.02
N 0.23 -0.03 -0.15
N 0.00 -0.02 0.25
N -0.10 -0.15 -0.05
N -0.21 0.12 -0.10
N 0.02 -0.02 -0.13
N -0.05 -0.10 -0.14
N -0.08 0.08 -0.15
N 0.12 0.02 0.19
N -0.05 -0.02 -0.07
C -0.24 -0.09 0.10
C -0.20 0.00 -0.15
C 0.06 -0.12 -0.07
C 0.05 0.06 -0.02
C 0.00 0.01 -0.03
C 0.16 0.24 0.02
C -0.09 -0.10 -0.15
C 0.00 0.02 0.11
C -0.10 -0.10 0.24
C 0.10 -0.07 0.20
C 0.00 0.00 -0.06
C -0.33 -0.33 0.29
C 0.11 0.20 0.21
C -0.04 -0.07 -0.06
C 0.13 0.15 -0.19
C -0.16 -0.21 -0.19
C -0.04 -0.02 0.31
C 0.24 0.22 -0.54
C -0.01 0.05 0.01
C -0.09 -0.14 -0.18
C -0.04 -0.01 0.27
C 0.12 0.16 -0.07
C 0.06 0.08 0.10
C -0.07 0.00 -0.02
C 0.24 0.27 -0.12
H 0.04 0.03 0.06
H -0.03 -0.04 0.00
H 0.00 0.01 0.01
H 0.03 -0.01 0.03
H 0.00 -0.01 0.00
H 0.00 0.01 0.05
H -0.01 -0.01 0.01
H 0.00 0.01 0.00
H 0.01 0.00 -0.01
H 0.01 0.02 -0.02
H -0.05 -0.06 -0.08
H 0.04 0.00 0.07
H 0.00 0.00 0.01
H -0.01 -0.01 -0.01
H 0.00 0.01 0.02
H -0.02 -0.02 -0.02
H 0.02 -0.01 0.00
H 0.01 0.02 0.02
H 0.01 -0.01 0.01
H 0.05 -0.03 0.05
H 0.00 0.00 0.00
H 0.01 0.00 -0.02
H -0.01 -0.01 -0.01
H 0.01 0.00 -0.01

=====

Entry 2:
DFT (wB97M-V/def2-TZVPD) results for an isolated molecule of C25H24N2O6S at a distorted geometry.

Output
frontier orbital gap: 7.58 eV
SMILES: COc1ccc(/C=C2\SC(=O)N(CCNC(=O)Cc3coc4cc(C)ccc34)C2=O)cc1OC

Each line ends with the natural charge from an NBO analysis.
Cartesian coordinates (Å):
S: -2.201 2.411 -0.124  0.282
O: -6.241 -0.404 -1.181  -0.492
O: -0.728 4.601 -0.346  -0.566
O: 4.145 -1.590 1.739  -0.425
O: 0.701 1.452 -1.669  -0.645
O: 0.638 0.911 1.948  -0.615
O: -6.551 -2.835 -0.366  -0.473
N: 0.132 2.859 0.867  -0.487
N: 2.503 1.718 -0.337  -0.623
C: 6.294 -1.561 -1.723  -0.227
C: 1.802 -0.540 -0.923  -0.515
C: -6.128 0.913 -1.668  -0.255
C: 2.326 3.140 -0.165  -0.234
C: 2.938 -0.981 -0.071  -0.126
C: -0.129 1.567 1.272  0.684
C: -1.868 -0.129 1.054  -0.103
C: 4.975 -1.629 0.670  0.351
C: 4.962 -1.218 -1.712  -0.178
C: 4.283 -1.252 -0.497  -0.144
C: -0.806 3.490 0.090  0.571
C: 2.934 -1.200 1.270  0.125
C: -6.791 -4.161 0.037  -0.252
C: 1.440 3.452 1.051  -0.232
C: -3.258 -2.126 1.108  -0.163
C: 8.430 -2.306 -0.650  -0.624
C: 1.602 0.970 -1.013  0.695
C: -4.080 -0.213 -0.095  -0.283
C: -5.397 -2.239 0.011  0.273
C: -5.224 -0.902 -0.434  0.338
C: -4.401 -2.827 0.778  -0.301
C: -3.074 -0.809 0.682  -0.112
C: 6.979 -1.941 -0.559  -0.007
C: 6.317 -1.975 0.655  -0.276
C: -1.439 1.125 0.790  -0.307
H: -2.497 -2.605 1.706  0.212
H: 0.862 -0.949 -0.543  0.250
H: 1.319 4.531 1.162  0.233
H: 3.301 3.615 -0.045  0.209
H: -6.826 -4.251 1.128  0.177
H: 9.006 -1.474 -1.053  0.219
H: -7.038 1.090 -2.239  0.203
H: 2.145 -1.092 1.990  0.225
H: 6.841 -1.542 -2.655  0.210
H: -3.943 0.800 -0.429  0.218
H: 1.864 3.016 1.960  0.229
H: -1.172 -0.710 1.651  0.232
H: -5.259 1.026 -2.324  0.181
H: -6.062 1.640 -0.853  0.178
H: 1.929 -0.906 -1.945  0.245
H: -4.511 -3.843 1.125  0.224
H: 6.820 -2.262 1.565  0.221
H: 8.564 -3.156 -1.317  0.220
H: -6.036 -4.846 -0.361  0.178
H: 1.840 3.523 -1.067  0.237
H: -7.765 -4.420 -0.376  0.204
H: 4.455 -0.926 -2.619  0.215
H: 8.829 -2.564 0.327  0.214
H: 3.113 1.241 0.311  0.412

Force components x, y, z for each atom (eV/Å):
S -0.26 0.05 -0.14
O 0.06 -0.34 0.17
O 0.11 0.21 -0.13
O 0.30 -0.15 0.38
O -0.37 0.07 -0.26
O 0.08 -0.05 0.02
O 0.15 0.39 -0.08
N 0.47 0.04 0.33
N 0.24 0.09 0.17
C 0.04 -0.01 -0.05
C -0.12 0.11 0.11
C 0.03 0.20 -0.07
C -0.26 0.19 0.06
C -0.12 -0.27 0.56
C 0.15 -0.03 0.34
C 0.77 0.84 0.10
C 0.03 0.19 -1.04
C -0.08 0.00 0.11
C 0.38 -0.19 0.60
C -0.47 -0.30 0.01
C -0.35 0.19 -0.76
C -0.02 -0.26 0.09
C 0.38 0.09 -0.13
C 0.20 0.50 -0.09
C 0.00 0.00 -0.02
C 0.43 -0.27 -0.07
C -0.02 -0.05 0.01
C 0.07 0.15 -0.02
C -0.16 -0.17 -0.01
C -0.40 -0.13 -0.17
C -0.57 -0.57 -0.08
C -0.08 0.02 0.06
C -0.19 0.01 0.20
C -0.62 -0.65 -0.11
H 0.10 -0.03 0.06
H 0.00 0.05 -0.12
H 0.01 -0.11 0.05
H -0.06 0.02 -0.04
H 0.02 0.01 -0.04
H 0.10 0.02 -0.01
H 0.09 0.04 0.03
H -0.08 0.00 0.17
H 0.06 0.01 -0.11
H -0.18 0.04 -0.12
H -0.05 0.14 -0.09
H 0.05 0.04 0.02
H -0.01 -0.01 0.02
H 0.00 -0.02 -0.01
H -0.10 0.02 0.03
H -0.06 -0.09 0.01
H 0.11 -0.05 0.11
H 0.08 -0.06 -0.02
H -0.02 0.04 0.02
H 0.15 0.04 0.11
H 0.08 -0.02 0.05
H -0.03 0.03 -0.13
H 0.09 -0.03 0.04
H -0.09 -0.04 -0.09

=====

Entry 3:
DFT (wB97M-V/def2-TZVPD) results for an isolated molecule of C25H24N4O2 at a distorted geometry.

Output
frontier orbital gap: 9.34 eV
SMILES: O=C(CCc1nnc(Cc2ccc(-c3ccccc3)cc2)o1)NCCc1cccnc1

Each line ends with the natural charge from an NBO analysis.
Cartesian coordinates (Å):
O: 0.325 -1.557 2.260  -0.406
O: -2.753 -2.047 -0.681  -0.643
N: -1.223 -3.171 -1.901  -0.607
N: 2.165 -3.949 -5.310  -0.413
N: 1.707 -1.697 0.572  -0.319
N: 0.708 -2.589 0.374  -0.345
C: 1.225 -2.628 -3.548  -0.062
C: 1.336 -3.015 -4.880  0.028
C: 0.946 1.890 3.383  -0.194
C: -0.100 -2.486 1.376  0.490
C: -2.756 6.040 0.928  -0.192
C: -1.961 -2.960 -0.794  0.686
C: 1.463 -1.099 1.689  0.485
C: 1.095 1.805 0.996  -0.158
C: -0.969 4.796 1.961  0.036
C: -1.519 7.012 2.734  -0.204
C: -1.749 -3.983 0.319  -0.478
C: 2.919 -4.249 -3.071  -0.251
C: -1.173 -2.222 -2.989  -0.216
C: 1.417 1.267 2.237  -0.047
C: 0.179 3.037 3.294  -0.197
C: 2.235 0.000 2.314  -0.469
C: 2.046 -3.269 -2.625  -0.192
C: 0.320 2.944 0.905  -0.198
C: -0.748 5.868 2.823  -0.227
C: -1.360 -3.232 1.593  -0.457
C: -1.982 4.897 1.010  -0.230
C: 0.223 -1.596 -3.121  -0.434
C: -2.526 7.101 1.788  -0.218
C: 2.938 -4.553 -4.423  0.022
C: -0.148 3.580 2.054  -0.066
H: -2.690 -4.510 0.488  0.239
H: -0.190 3.504 4.195  0.216
H: 0.088 3.358 -0.065  0.216
H: 0.047 5.809 3.552  0.213
H: 3.171 0.106 1.763  0.253
H: -1.333 7.838 3.405  0.213
H: -3.130 7.994 1.721  0.214
H: 3.572 -4.763 -2.382  0.218
H: 0.514 -1.177 -2.157  0.227
H: 3.601 -5.311 -4.821  0.190
H: -2.177 4.066 0.349  0.216
H: -0.975 -4.700 0.051  0.216
H: 0.175 -0.794 -3.858  0.220
H: -1.240 -3.919 2.435  0.235
H: 2.448 -0.249 3.355  0.235
H: -1.443 -2.727 -3.923  0.192
H: 1.179 1.477 4.354  0.210
H: -1.918 -1.454 -2.768  0.238
H: -0.479 -3.851 -1.873  0.405
H: 2.001 -2.997 -1.581  0.244
H: -3.544 6.103 0.191  0.213
H: 0.728 -2.546 -5.645  0.186
H: -2.143 -2.513 1.847  0.256
H: 1.457 1.322 0.100  0.212

Force components x, y, z for each atom (eV/Å):
O -0.03 0.10 0.13
O -0.25 0.34 0.25
N 0.10 -0.19 -0.42
N 0.01 -0.11 -0.51
N 0.94 0.88 0.36
N -1.02 -0.77 0.15
C 0.17 0.01 0.10
C -0.10 0.14 0.19
C 0.11 -0.04 -0.07
C 0.20 -0.17 -0.33
C -0.06 0.06 -0.07
C 0.13 -0.62 -0.07
C 0.40 -0.29 -0.37
C 0.02 -0.03 0.09
C -0.15 0.23 -0.02
C -0.04 0.08 0.06
C 0.01 0.35 0.08
C -0.05 -0.01 -0.07
C -0.10 0.28 -0.05
C 0.05 0.16 0.11
C -0.06 0.07 -0.09
C -0.30 0.03 0.09
C 0.04 0.00 -0.18
C -0.02 0.01 0.06
C 0.01 -0.07 -0.04
C -0.12 0.01 0.14
C 0.07 -0.03 0.05
C -0.23 -0.16 -0.06
C -0.04 0.07 0.00
C 0.19 -0.15 0.25
C 0.15 -0.23 0.06
H 0.05 0.01 -0.05
H -0.05 0.05 0.07
H -0.02 0.05 -0.09
H 0.07 -0.01 0.05
H -0.04 -0.10 0.06
H 0.02 0.06 0.04
H -0.05 0.07 -0.01
H 0.07 -0.05 0.04
H -0.01 0.09 -0.02
H 0.09 -0.07 0.06
H -0.02 -0.08 -0.05
H -0.04 -0.06 0.00
H 0.01 0.05 0.02
H -0.05 0.04 -0.02
H 0.09 0.03 -0.04
H -0.02 0.13 0.04
H 0.02 -0.06 0.09
H 0.06 -0.12 -0.10
H -0.09 0.01 0.18
H 0.01 0.03 0.07
H -0.06 0.00 -0.05
H -0.11 0.13 -0.01
H 0.02 -0.09 0.01
H 0.03 -0.05 -0.12

=====

Q: Which M values were calculated for the entries above? A: 745.75 480.54 412.49, in g/mol.
Q: Which total energy values were calculated for the entries above? A: -59857.862 -52415.831 -36370.821, in eV.
Q: Which energy above the lowest of the compared OMol25 structures with the same formula, charge and spin values were calculated for the entries above? A: 0.00 0.00 82.56, in kJ/mol.